(1)
DFT (ωB97M-V/def2-TZVPD) results for one molecule with the formula C2H3N3.

- HOMO energy: -8.40 eV
- Relative energy (zero: lowest compared OMol25 entry of this formula, charge and spin): 403.70 kJ/mol
- E_tot: -242.11892 hartree
- Frontier orbital gap: 8.82 eV
- Total charge: 0

Geometry (Å):
N  0.190  0.739  -0.201
C  1.441  0.343  -0.247
N  -0.114  -2.442  0.250
N  -0.574  -1.408  0.145
C  -0.896  -0.166  0.002
H  -0.137  1.700  -0.300
H  2.028  1.264  -0.412
H  -1.922  0.163  0.029

Forces on atoms 1 to 6 (eV/Å):
N 0.20 -0.29 0.03
C -0.30 0.59 -0.05
N -0.55 0.82 -0.07
N 0.40 -0.73 0.07
C -0.08 -0.02 0.01
H 0.17 -0.10 0.00

***

(2)
DFT (ωB97M-V/def2-TZVPD) results for an isolated ion of composition C8H11O2S and charge -1.

- HOMO energy: -3.24 eV
- Relative energy (zero: lowest compared OMol25 entry of this formula, charge and spin): 0.00 kJ/mol
- E_tot: -860.12478 hartree
- Frontier orbital gap: 6.82 eV
- Total charge: -1

Geometry (Å):
C  -1.129  -0.335  -1.256
C  -1.003  -0.828  -0.014
C  -0.128  0.394  -1.961
C  1.156  -0.179  0.442
C  -2.431  -0.559  -2.002
C  1.915  -1.468  0.602
C  0.138  1.859  1.532
C  1.112  0.695  1.671
O  -1.500  -1.423  0.904
O  -0.233  0.858  -3.085
S  1.442  0.654  -1.090
H  -2.493  -1.583  -2.380
H  -2.472  0.126  -2.847
H  -3.285  -0.385  -1.346
H  2.956  -1.314  0.923
H  1.931  -2.011  -0.343
H  1.422  -2.093  1.349
H  0.444  2.503  0.711
H  0.104  2.450  2.448
H  -0.860  1.484  1.317
H  0.804  0.061  2.511
H  2.111  1.094  1.912

Forces on atoms 1 to 6 (eV/Å):
C -1.07 -0.03 -0.93
C 2.91 0.40 1.86
C 0.62 0.16 0.34
C -2.06 -0.54 -0.88
C 0.15 -0.02 0.19
C -0.07 0.10 -0.03

***

(3)
DFT (ωB97M-V/def2-TZVPD) results for a 2-piece molecular cluster, C10H19NO overall.

- HOMO energy: -5.50 eV
- Relative energy (zero: lowest compared OMol25 entry of this formula, charge and spin): 535.72 kJ/mol
- E_tot: -522.21084 hartree
- Frontier orbital gap: 5.37 eV
- Total charge: 0

Geometry (Å):
C  1.321  -1.956  1.350
C  1.279  -1.334  0.325
C  0.870  -0.616  -0.878
N  -0.632  -0.513  -0.920
C  -1.116  0.190  0.307
C  -2.555  0.607  -0.011
C  -3.381  -0.690  -0.008
C  -2.832  -1.775  -0.960
C  -1.294  -1.816  -1.133
H  1.270  -2.523  2.250
H  1.236  -1.109  -1.776
H  1.221  0.435  -0.791
H  -0.820  0.115  -1.701
H  -1.193  -0.577  1.073
H  -0.460  1.014  0.600
H  -2.930  1.340  0.695
H  -2.591  0.973  -1.043
H  -3.330  -1.063  1.020
H  -4.436  -0.496  -0.193
H  -3.116  -2.730  -0.521
H  -3.339  -1.722  -1.923
H  -1.087  -2.093  -2.167
H  -0.874  -2.603  -0.516
C  4.238  2.748  0.727
C  2.927  1.984  1.006
O  1.908  2.505  0.286
H  4.144  3.798  1.011
H  5.073  2.320  1.304
H  4.505  2.693  -0.331
H  2.819  1.991  2.121
H  3.174  0.903  0.800

Forces on atoms 1 to 6 (eV/Å):
C -0.15 0.02 -0.28
C -0.53 -0.41 0.22
C 0.86 0.56 0.59
N 1.10 0.24 0.47
C -1.39 0.26 0.16
C 0.14 -1.06 -0.65

***

(4)
DFT (ωB97M-V/def2-TZVPD) results for a 13-piece molecular cluster, C4H35NO12 overall.

- HOMO energy: -9.07 eV
- Relative energy (zero: lowest compared OMol25 entry of this formula, charge and spin): 106.81 kJ/mol
- E_tot: -1130.95681 hartree
- Frontier orbital gap: 9.35 eV
- Total charge: 0

Geometry (Å):
C  -0.016  2.112  -1.301
C  0.822  1.215  -0.359
N  0.538  -0.182  -0.765
C  1.072  -1.256  0.202
C  1.330  -2.580  -0.426
H  -0.779  1.751  -2.031
H  0.595  2.817  -1.877
H  -0.497  2.771  -0.533
H  1.925  1.459  -0.662
H  0.603  1.398  0.760
H  -0.477  -0.309  -0.772
H  1.935  -0.762  0.739
H  0.287  -1.337  0.975
H  0.464  -2.910  -1.045
H  2.255  -2.421  -1.075
H  1.598  -3.329  0.327
H  -2.571  0.732  -2.796
H  -3.064  -0.121  -3.907
O  -2.255  0.092  -3.376
H  0.241  -0.220  -3.435
H  1.307  -0.943  -2.635
O  0.722  -1.055  -3.487
H  -2.295  -2.134  1.911
H  -2.621  -1.741  3.263
O  -2.011  -1.517  2.606
H  -2.223  1.057  -0.475
H  -3.147  2.156  -1.011
O  -2.829  1.316  -1.136
H  2.842  3.129  0.527
H  3.001  2.390  1.676
O  2.601  3.189  1.429
H  -4.039  -2.887  0.529
H  -2.662  -3.157  -0.097
O  -3.151  -2.831  0.636
H  -1.183  -2.272  -1.812
H  -2.348  -2.471  -2.744
O  -1.944  -2.816  -1.915
H  0.594  -0.632  3.762
H  0.072  -0.211  2.272
O  0.703  -0.068  3.042
H  3.110  0.258  -1.680
H  4.282  1.038  -1.371
O  3.695  0.402  -1.012
H  0.278  1.946  3.374
H  0.497  2.832  2.110
O  -0.251  2.465  2.788
H  -1.336  1.366  1.822
H  -1.965  -0.056  1.631
O  -1.673  0.727  1.173
H  3.311  0.450  0.618
H  2.724  0.269  2.005
O  3.425  0.650  1.542

Forces on atoms 1 to 6 (eV/Å):
C -0.40 2.06 1.20
C 0.93 -0.54 -1.16
N 1.11 -1.22 0.98
C -1.09 2.88 0.91
C 1.41 0.18 -1.32
H 0.83 -0.39 1.09

***

(5)
DFT (ωB97M-V/def2-TZVPD) results for a 2-piece molecular cluster, C6H16O2 overall.

- HOMO energy: -9.68 eV
- SMILES string: CCOC.CCOC
- Relative energy (zero: lowest compared OMol25 entry of this formula, charge and spin): 180.36 kJ/mol
- E_tot: -388.61202 hartree
- Frontier orbital gap: 10.69 eV
- Total charge: 0

Geometry (Å):
C  -0.937  -0.499  1.571
C  -1.203  0.970  1.700
O  -2.535  1.229  1.368
C  -3.005  2.550  1.575
H  0.127  -0.740  1.736
H  -1.208  -0.789  0.542
H  -1.545  -1.092  2.275
H  -0.632  1.474  0.897
H  -0.844  1.368  2.669
H  -2.620  3.345  0.915
H  -2.660  2.750  2.604
H  -4.108  2.585  1.561
C  0.267  -0.946  -2.671
C  1.299  -1.459  -1.606
O  2.373  -0.489  -1.555
C  3.469  -0.873  -0.761
H  -0.121  0.074  -2.509
H  -0.588  -1.639  -2.753
H  0.825  -0.963  -3.622
H  1.682  -2.470  -1.844
H  0.788  -1.515  -0.626
H  2.996  -0.838  0.235
H  4.300  -0.148  -0.782
H  3.881  -1.884  -0.919

Forces on atoms 1 to 6 (eV/Å):
C -0.20 -0.76 -0.15
C 1.08 0.89 -1.09
O -1.43 -0.18 -0.29
C 0.48 -0.17 1.43
H -0.39 0.20 -0.04
H 0.11 -0.12 0.43

***

(6)
DFT (ωB97M-V/def2-TZVPD) results for one molecule with the formula C4H8FN.

- HOMO energy: -8.72 eV
- SMILES string: CN1CC(F)C1
- Relative energy (zero: lowest compared OMol25 entry of this formula, charge and spin): 245.05 kJ/mol
- E_tot: -311.72605 hartree
- Frontier orbital gap: 9.81 eV
- Total charge: 0

Geometry (Å):
C  0.271  1.709  -1.163
N  -0.224  0.556  -0.671
C  -0.432  0.588  0.739
C  0.340  -0.846  0.758
F  -0.698  -1.703  1.061
C  0.684  -0.522  -0.700
H  1.255  1.986  -1.009
H  -0.452  2.456  -0.916
H  0.071  1.767  -2.351
H  -1.523  0.489  1.105
H  0.084  1.550  1.250
H  1.206  -0.965  1.515
H  0.374  -1.289  -1.435
H  1.658  -0.129  -0.818

Forces on atoms 1 to 6 (eV/Å):
C -3.22 2.72 -5.98
N -1.63 -0.66 0.01
C 0.74 0.17 2.57
C 0.11 2.38 2.83
F 0.71 -1.13 -0.62
C -1.62 -2.51 0.18

***

(7)
DFT (ωB97M-V/def2-TZVPD) results for C27H28ClGdN5O4S as an isolated structure.

- Spin multiplicity: 8
- HOMO energy (spin up / spin down): -9.99 / -9.94 eV
- Relative energy (zero: lowest compared OMol25 entry of this formula, charge and spin): 8.35 kJ/mol
- E_tot: -3244.40486 hartree
- Frontier orbital gap (spin up / spin down): 7.03 / 6.91 eV
- Expectation value of S²: 16.063
- Total charge: +1

Geometry (Å):
Gd  -1.033  0.796  0.641
Cl  2.728  -3.928  4.537
C  1.779  -2.571  4.053
C  0.459  -2.446  4.541
C  -0.316  -1.404  4.109
C  0.152  -0.466  3.160
O  -0.647  0.477  2.727
C  1.523  -0.584  2.709
C  2.131  0.332  1.776
N  1.448  1.061  0.933
C  2.072  1.903  0.009
C  3.350  1.738  -0.464
C  3.894  2.600  -1.440
C  3.156  3.624  -1.949
C  1.825  3.820  -1.498
C  1.015  4.875  -1.975
C  -0.254  5.025  -1.501
C  -0.731  4.104  -0.547
N  -0.017  3.107  -0.079
C  1.270  2.961  -0.527
C  2.306  -1.645  3.186
H  0.081  -3.162  5.260
H  -1.324  -1.267  4.485
H  3.217  0.400  1.820
H  3.957  0.918  -0.093
H  4.909  2.438  -1.782
H  3.571  4.299  -2.696
H  1.422  5.559  -2.714
H  -0.896  5.833  -1.838
H  -1.737  4.189  -0.163
H  3.333  -1.748  2.842
N  -5.099  2.858  0.094
C  -4.048  2.032  0.152
O  -2.955  2.432  0.587
C  -4.227  0.626  -0.364
C  -3.239  -0.353  0.268
H  -5.017  3.792  0.455
H  -5.997  2.532  -0.209
H  -4.079  0.686  -1.443
H  -5.267  0.334  -0.213
H  -3.243  -1.275  -0.305
H  -3.607  -0.614  1.256
N  1.582  -6.360  1.431
C  2.012  -5.423  0.549
O  2.997  -5.567  -0.148
C  1.211  -4.139  0.461
C  0.005  -3.910  1.104
C  -0.603  -2.676  0.963
N  -0.073  -1.689  0.245
C  1.076  -1.924  -0.400
C  1.741  -3.127  -0.326
H  2.127  -7.198  1.522
H  0.828  -6.208  2.071
H  -0.476  -4.653  1.730
H  -1.538  -2.461  1.464
H  1.480  -1.097  -0.976
H  2.677  -3.296  -0.843
C  -1.666  -0.662  -3.611
S  -1.603  0.968  -2.917
C  -0.610  1.775  -4.146
O  -0.709  0.846  -1.696
H  -0.671  -0.950  -3.956
H  -2.395  -0.673  -4.429
H  -1.999  -1.307  -2.797
H  -1.273  2.228  -4.890
H  0.081  1.066  -4.608
H  -0.068  2.550  -3.600

Forces on atoms 1 to 6 (eV/Å):
Gd -1.08 0.33 -0.54
Cl 0.21 -0.28 0.12
C -0.48 0.12 0.02
C 0.71 0.08 -0.28
C -0.08 0.25 -0.04
C 0.66 0.17 -0.14

***

(8)
DFT (ωB97M-V/def2-TZVPD) results for C10H22Br3FeO2PSi as an isolated structure.

- Spin multiplicity: 6
- HOMO energy (spin up / spin down): -18.97 / -18.98 eV
- E_tot: -10160.06507 hartree
- Frontier orbital gap (spin up / spin down): 5.73 / 5.17 eV
- Expectation value of S²: 8.760
- Total charge: +3

Geometry (Å):
C  3.439  -0.278  -1.273
C  2.699  -1.346  -0.361
C  2.191  -0.748  0.978
C  1.034  0.308  0.888
C  0.545  0.596  2.389
Si  -0.448  -0.127  -0.222
C  -1.854  1.074  0.372
O  -1.269  2.376  0.806
C  -0.918  3.251  -0.316
C  -1.064  -1.916  -0.225
Br  -0.663  -2.944  1.402
C  -2.607  -2.030  -0.504
C  -3.526  -1.803  0.745
Br  -3.135  -0.945  -2.068
P  -0.091  0.446  -2.397
O  1.101  1.622  -2.378
Br  0.546  -1.312  -3.616
H  3.205  0.723  -0.856
H  4.529  -0.395  -1.139
H  3.152  -0.385  -2.329
H  1.950  -1.941  -0.915
H  3.495  -2.067  -0.083
H  3.063  -0.219  1.425
H  1.977  -1.571  1.686
H  1.476  1.269  0.529
H  0.789  1.667  2.683
H  1.135  -0.039  3.078
H  -0.513  0.326  2.557
H  -2.611  1.293  -0.404
H  -2.391  0.694  1.257
H  0.205  3.227  -0.439
H  -1.174  4.308  -0.046
H  -1.456  3.038  -1.253
H  -0.579  -2.460  -1.062
H  -2.761  -3.085  -0.798
H  -3.022  -1.298  1.590
H  -4.431  -1.217  0.510
H  -3.829  -2.797  1.121
H  1.696  1.487  -3.139
Fe  0.121  3.218  1.808

Forces on atoms 1 to 6 (eV/Å):
C -0.47 -0.34 1.24
C 1.06 0.29 -0.06
C 0.83 0.01 -0.49
C 0.24 0.18 1.00
C -0.07 -1.02 -1.18
Si -0.33 -0.68 1.58